# 1
{"formula": "FHOS", "method": "wB97M-V/def2-TZVPD", "symbols": ["O", "F", "S", "H"], "positions_angstrom": [[-0.196784, 0.587714, -1.555518], [-0.587977, -0.595148, 1.422349], [0.802761, 0.953145, -0.552352], [-0.018000, -0.945711, 0.685521]], "atomic_forces_ev_per_a": [[-0.7, -0.3, -0.7], [1.7, -1.2, -2.1], [0.9, 0.5, 0.5], [-1.8, 1.0, 2.4]], "smiles": "O=S.F", "e_tot_ev": -15614.2558, "e_lumo_ev": [-1.8366, -1.8062], "relative_energy_kcal_mol": 18.26, "molar_mass_g_mol": 68.1}

=====

# 2
{"formula": "C22H21N4O6SW", "method": "wB97M-V/def2-TZVPD", "symbols": ["W", "C", "C", "N", "N", "C", "O", "C", "C", "C", "C", "C", "C", "C", "C", "C", "C", "C", "N", "H", "H", "H", "H", "H", "H", "H", "H", "H", "H", "H", "H", "C", "C", "O", "O", "H", "H", "H", "N", "C", "C", "C", "C", "C", "C", "S", "O", "O", "O", "H", "H", "H", "H", "H", "H"], "positions_angstrom": [[0.833610, -0.863577, -0.131650], [-3.609181, -0.593713, -0.480502], [-2.202332, -0.754907, -0.033159], [-1.173234, -0.707849, -0.821001], [-1.370300, -0.491691, -2.173728], [-0.236073, -0.216199, -2.709581], [0.848205, -0.183627, -1.888886], [-0.027796, 0.075113, -4.118987], [-1.115569, 0.065206, -4.996248], [-0.913169, 0.339749, -6.334321], [0.366748, 0.623761, -6.800303], [1.447294, 0.635038, -5.929821], [1.254876, 0.361648, -4.586445], [-1.818588, -0.905203, 1.356415], [-2.729287, -0.915850, 2.403103], [-2.269031, -0.961696, 3.703155], [-0.897742, -0.985376, 3.916389], [-0.036893, -0.982114, 2.840625], [-0.475212, -0.950968, 1.565221], [-3.664958, -0.571347, -1.562875], [-4.015103, 0.339671, -0.084148], [-4.222783, -1.410842, -0.098873], [-2.105551, -0.154399, -4.620362], [-1.750439, 0.335673, -7.018557], [0.520792, 0.839346, -7.849182], [2.439118, 0.859377, -6.297274], [2.092501, 0.375578, -3.902909], [-3.786818, -0.872580, 2.185536], [-2.959697, -0.968184, 4.534770], [-0.478411, -0.999414, 4.912190], [1.029202, -0.978694, 2.987809], [3.865966, 1.679739, 1.274355], [2.658864, 0.970146, 1.745011], [2.032253, 1.079266, 2.744320], [2.166403, 0.062236, 0.751014], [4.072898, 2.515433, 1.935925], [3.733171, 2.003950, 0.243641], [4.695870, 0.967189, 1.341309], [0.498749, -2.947115, -0.707071], [1.799579, -3.053121, -0.087652], [1.806562, -2.922560, 1.316142], [3.032878, -2.703374, 1.948024], [4.180615, -2.553368, 1.198499], [4.156780, -2.743676, -0.187936], [2.972471, -2.990221, -0.847003], [5.702965, -2.047587, 2.023666], [5.829456, -3.008643, 3.091781], [6.690359, -2.097889, 0.972266], [5.330825, -0.705096, 2.456777], [0.486817, -3.161689, -1.699465], [-0.223910, -3.483109, -0.234812], [0.921824, -3.148145, 1.900033], [3.102389, -2.627216, 3.026853], [5.099079, -2.663844, -0.716742], [2.939421, -3.099606, -1.924967]], "atomic_forces_ev_per_a": [[0.1, 0.1, 1.0], [0.0, 0.0, 0.0], [0.1, 0.0, 0.0], [-0.1, 0.0, 0.2], [-0.1, 0.0, 0.0], [0.2, 0.0, 0.0], [-0.1, 0.1, -0.6], [0.0, 0.0, 0.0], [0.0, 0.0, 0.0], [0.0, 0.0, 0.0], [0.0, 0.0, 0.0], [0.0, 0.0, 0.0], [0.0, 0.0, 0.0], [0.0, 0.0, 0.0], [-0.1, 0.0, 0.1], [0.0, 0.0, 0.0], [0.0, 0.0, 0.0], [0.0, 0.0, 0.0], [0.0, 0.1, -0.3], [0.0, 0.0, 0.0], [0.0, 0.0, 0.0], [0.0, 0.0, 0.0], [0.0, 0.0, 0.0], [0.0, 0.0, 0.0], [0.0, 0.0, 0.0], [0.0, 0.0, 0.0], [0.0, 0.0, 0.0], [0.0, 0.0, 0.0], [0.0, 0.0, 0.0], [0.0, 0.0, 0.0], [0.0, 0.0, 0.0], [0.1, -0.1, 0.1], [-0.3, 0.2, -0.2], [0.1, -0.1, 0.1], [0.1, -0.1, -0.2], [-0.1, 0.0, 0.0], [0.0, 0.0, 0.0], [0.0, 0.0, -0.1], [0.1, -0.1, -0.1], [-0.3, 0.3, 0.3], [0.1, -0.3, -0.3], [0.0, 0.1, 0.0], [-0.1, 0.0, 0.0], [0.0, 0.0, -0.1], [0.1, -0.1, 0.0], [0.2, -0.1, 0.2], [0.0, 0.1, -0.1], [-0.1, 0.0, 0.0], [-0.1, 0.0, -0.1], [0.1, -0.1, 0.0], [-0.1, 0.0, 0.0], [0.0, 0.0, -0.1], [0.0, 0.0, 0.0], [0.0, 0.0, 0.0], [0.0, 0.0, 0.0]], "e_tot_ev": -54054.7059, "e_lumo_ev": -5.2328, "relative_energy_kcal_mol": 3.07, "molar_mass_g_mol": 653.3, "charge": 1}

=====

# 3
{"formula": "C11H15N", "method": "wB97M-V/def2-TZVPD", "symbols": ["C", "C", "C", "C", "C", "C", "C", "C", "C", "N", "H", "H", "H", "H", "H", "H", "H", "H", "H", "C", "C", "H", "H", "H", "H", "H", "H"], "positions_angstrom": [[-3.410292, 0.525615, -1.308684], [-0.551751, -0.948003, 0.666013], [-1.175330, -0.511887, -0.564774], [-2.551638, -0.074134, -0.250340], [-2.660646, -0.086438, 1.147716], [0.679984, -1.647963, 0.562101], [1.336266, -1.630100, -0.653050], [-0.713025, -0.801805, -1.837662], [0.566189, -1.389470, -1.860143], [-1.429038, -0.694602, 1.673906], [-0.953592, -0.763366, 2.751654], [1.390292, -1.889462, 1.406325], [-3.341129, 0.210886, 1.786060], [2.302248, -2.011517, -0.894231], [-1.343145, -0.715372, -2.772556], [-2.872544, 0.632622, -2.290148], [-3.613471, 1.659153, -1.139989], [1.080251, -1.516279, -2.806488], [-4.277063, -0.147868, -1.327552], [2.822994, 1.445478, 0.113853], [2.547073, 1.435382, 1.747170], [3.549735, 2.314499, -0.179923], [3.240372, 0.439955, -0.165462], [1.784483, 1.726775, -0.360983], [2.294661, 2.422979, 2.065540], [3.558934, 1.111263, 2.308943], [1.739184, 0.903664, 2.182694]], "atomic_forces_ev_per_a": [[0.0, 1.7, -0.2], [-0.2, -0.1, -2.4], [-2.4, -0.7, 1.3], [2.4, 1.0, 2.2], [5.6, -2.5, -4.1], [2.0, 1.4, 1.5], [-3.0, -0.5, -2.5], [1.6, -1.3, -0.6], [0.3, 1.3, 0.5], [1.0, 0.2, 3.5], [-2.6, 0.5, -4.1], [-1.5, 0.1, -0.4], [-3.4, 1.4, 3.0], [0.7, -0.3, 0.7], [1.0, 0.2, 1.3], [-0.6, -0.9, 0.9], [-0.3, -2.1, 0.3], [-0.1, -0.2, 0.0], [-0.3, 0.9, -0.7], [-1.3, 1.1, 1.4], [3.8, 0.1, -1.0], [-1.2, -1.8, 0.8], [-0.7, 1.2, -0.1], [2.1, -1.0, 0.5], [0.3, 1.0, 0.1], [-2.3, 0.8, -1.2], [-0.7, -1.4, -0.4]], "smiles": "Cc1c[nH]c2ccccc12.CC", "e_tot_ev": -13137.7107, "e_lumo_ev": 0.8517, "relative_energy_kcal_mol": 71.04, "molar_mass_g_mol": 161.2}